one) 7
Properties=species:S:1:pos:R:3:lowdin_charge:R:1 method="wB97M-V/def2-TZVPD" homo_lumo_gap_ev=8.47 charge=-1 mol_weight_g_mol=110.1
C -1.95 -0.58 -0.57 0.0054
N 0.68 -0.85 -0.31 -0.3496
O 2.98 0.11 0.15 -0.4631
O 0.96 1.60 0.36 -0.4447
F -2.55 -1.04 0.55 -0.1500
S 1.51 0.29 0.05 0.4370
H -1.63 0.46 -0.24 -0.0349

***

two) 7
Properties=species:S:1:pos:R:3:lowdin_charge:R:1 method="wB97M-V/def2-TZVPD" homo_lumo_gap_ev="7.02 / 7.02" charge=-1 mol_weight_g_mol=110.1
C -1.28 0.29 -0.08 -0.5409
N -0.54 1.18 -0.38 -0.0548
O 1.59 -1.40 -0.50 -0.5087
O 2.34 0.20 1.14 -0.4871
F -2.69 0.71 0.06 -0.2461
S 1.99 -0.05 -0.20 0.7290
H -1.40 -0.93 -0.03 0.1085

***

Stability check: which of them is most stable? two).

***

one) 20
Properties=species:S:1:pos:R:3:lowdin_charge:R:1 method="wB97M-V/def2-TZVPD" homo_lumo_gap_ev=11.34 charge=+1 mol_weight_g_mol=135.1
C -2.49 -0.27 -0.07 -0.5339
C -3.28 0.62 -0.87 0.0452
C 3.34 0.02 0.19 0.0397
C 0.76 -0.14 0.80 -0.2300
N -0.32 -1.08 0.15 0.0449
N 1.90 -0.36 -0.23 0.0320
O -2.77 -0.80 0.97 0.1413
O 0.40 1.20 0.64 0.0853
O -1.25 -0.36 -0.62 -0.0427
H -2.69 1.36 -1.42 0.1062
H -3.80 1.18 -0.01 0.1482
H -4.06 0.14 -1.38 0.0883
H 4.01 -0.72 -0.20 0.0908
H 3.59 0.93 -0.39 0.1089
H 3.22 0.28 1.27 0.1186
H 1.05 -0.63 1.79 0.1976
H -0.88 -1.48 0.95 0.1409
H 1.93 -1.34 -0.56 0.1716
H 1.61 0.30 -1.04 0.2096
H -0.26 1.14 0.02 0.0377

***

two) 20
Properties=species:S:1:pos:R:3:lowdin_charge:R:1 method="wB97M-V/def2-TZVPD" homo_lumo_gap_ev=10.26 charge=+1 mol_weight_g_mol=135.1
C 1.37 0.77 0.72 -0.0288
C -0.71 -0.80 0.61 -0.1409
C 0.72 -0.52 0.27 -0.2701
C -2.07 1.22 0.13 -0.4032
N -1.41 -1.58 -0.20 0.0015
N 0.73 -0.54 -1.30 0.2132
O -2.64 -1.97 0.22 0.0258
O -3.13 0.83 0.48 0.1258
O -1.45 1.16 -1.11 0.0009
H 1.54 0.84 1.83 0.1209
H 2.40 0.81 0.34 0.0903
H 0.86 1.65 0.25 0.0997
H -1.12 -0.57 1.60 0.1511
H 1.08 -1.37 0.69 0.1199
H -1.57 2.17 0.69 0.2005
H 1.69 -0.60 -1.68 0.1832
H 0.15 0.22 -1.71 0.1375
H 0.16 -1.38 -1.56 0.1536
H -2.91 -1.50 1.00 0.0809
H -2.06 0.99 -1.84 0.1382

***

Stability check: which of them is most stable? one).

***

one) 93
Properties=species:S:1:pos:R:3:lowdin_charge:R:1 method="wB97M-V/def2-TZVPD" homo_lumo_gap_ev=9.00 charge=+1 mol_weight_g_mol=872.7
In -0.48 -0.05 1.07 0.9032
C 1.29 2.58 1.19 -0.0373
O 1.55 1.18 1.06 -0.2539
C 2.69 0.94 0.23 -0.1561
C 3.16 -0.49 0.29 -0.1694
O 2.18 -1.35 -0.24 -0.1668
C 2.53 -2.73 -0.13 -0.1639
C 2.07 -3.50 -1.34 -0.1955
O 0.67 -3.39 -1.48 -0.2048
C 0.20 -4.15 -2.57 -0.0879
H 2.21 3.10 1.47 0.1079
H 0.55 2.71 1.98 0.0725
H 0.91 2.98 0.24 0.1013
H 3.50 1.57 0.59 0.1417
H 2.45 1.24 -0.80 0.1215
H 3.41 -0.76 1.33 0.1235
H 4.08 -0.55 -0.30 0.1450
H 2.09 -3.14 0.77 0.1173
H 3.62 -2.84 -0.06 0.1376
H 2.36 -4.55 -1.20 0.1380
H 2.57 -3.13 -2.24 0.1262
H 0.37 -5.22 -2.41 0.0953
H 0.70 -3.86 -3.50 0.0897
H -0.87 -3.97 -2.67 0.0869
C 6.40 -1.26 4.58 -0.0403
C 4.93 -1.27 4.29 -0.2581
C 4.19 -0.09 4.28 -0.0223
C 2.83 -0.10 3.99 -0.0443
C 2.21 -1.30 3.72 -0.2863
C 2.92 -2.50 3.75 -0.0480
C 4.27 -2.48 4.03 -0.0242
S 0.49 -1.34 3.37 0.5755
O -0.16 -2.12 4.37 -0.2271
O 0.07 0.08 3.22 -0.3296
O 0.32 -1.88 1.97 -0.3486
H 6.68 -0.38 5.16 0.0813
H 6.98 -1.25 3.65 0.0883
H 6.70 -2.14 5.14 0.0840
H 4.68 0.84 4.52 0.1195
H 2.26 0.82 3.98 0.1205
H 2.41 -3.44 3.57 0.1267
H 4.83 -3.40 4.06 0.1208
O -0.06 0.25 -1.01 -0.5110
S -0.99 0.14 -2.24 1.1224
C -1.17 1.82 -2.82 -0.3754
C -2.41 2.22 -3.28 -0.0787
C -2.56 3.51 -3.77 -0.0537
C -1.48 4.38 -3.77 -0.0576
C -0.24 3.96 -3.29 -0.0544
C -0.08 2.67 -2.82 -0.0587
C 0.08 -0.42 -3.55 -0.3677
C 1.45 -0.51 -3.38 -0.0655
C 2.23 -0.90 -4.47 -0.0594
C 1.63 -1.19 -5.69 -0.0633
C 0.25 -1.11 -5.83 -0.0601
C -0.53 -0.73 -4.76 -0.0734
H -3.26 1.54 -3.23 0.1163
H -3.52 3.84 -4.13 0.1132
H -1.60 5.39 -4.14 0.1122
H 0.60 4.64 -3.30 0.1124
H 0.89 2.32 -2.47 0.1078
H 1.89 -0.33 -2.41 0.0908
H 3.30 -0.98 -4.36 0.1130
H 2.24 -1.49 -6.53 0.1116
H -0.21 -1.35 -6.78 0.1132
H -1.61 -0.66 -4.86 0.1176
O -1.26 2.62 3.36 0.1184
C -1.97 2.53 2.40 -0.4012
N -1.78 1.64 1.31 0.0774
C -2.76 1.86 0.37 -0.4316
O -2.90 1.21 -0.65 0.0037
C -3.64 2.96 0.84 -0.0890
C -4.75 3.55 0.26 0.0108
C -5.38 4.56 0.98 -0.0510
C -4.92 4.94 2.24 -0.0474
C -3.80 4.34 2.81 0.0167
C -3.18 3.35 2.08 -0.0847
H -5.10 3.24 -0.72 0.1210
H -6.25 5.04 0.57 0.1104
H -5.44 5.72 2.77 0.1115
H -3.43 4.63 3.79 0.1269
N -6.97 -1.22 1.44 0.1880
C -5.91 -1.58 1.19 -0.1594
C -4.58 -2.01 0.87 -0.1719
C -4.32 -3.26 0.31 0.0276
C -3.01 -3.61 0.04 -0.0035
C -2.01 -2.70 0.31 -0.0744
N -2.26 -1.49 0.83 0.0351
C -3.51 -1.15 1.11 -0.0366
H -5.14 -3.94 0.11 0.1353
H -2.77 -4.57 -0.38 0.1216
H -0.97 -2.94 0.12 0.1033
H -3.68 -0.19 1.57 0.1320

***

two) 93
Properties=species:S:1:pos:R:3:lowdin_charge:R:1 method="wB97M-V/def2-TZVPD" homo_lumo_gap_ev=7.19 charge=+1 mol_weight_g_mol=872.7
In 0.64 0.25 -0.44 1.1157
C 2.86 0.81 2.22 -0.0315
O 1.55 0.35 1.91 -0.2674
C 1.20 -0.83 2.63 -0.1635
C -0.29 -0.89 2.53 -0.1665
O -0.72 -1.07 1.17 -0.1666
C -1.10 -2.43 0.86 -0.1142
C -0.05 -3.16 0.07 -0.1994
O 0.03 -2.44 -1.13 -0.2544
C 0.69 -3.17 -2.16 -0.0559
H 2.90 1.07 3.28 0.1076
H 3.05 1.70 1.63 0.0900
H 3.61 0.04 2.01 0.1090
H 1.49 -0.74 3.68 0.1487
H 1.71 -1.70 2.20 0.1311
H -0.70 0.06 2.85 0.0575
H -0.71 -1.68 3.16 0.1415
H -2.01 -2.36 0.26 0.1479
H -1.34 -2.96 1.79 0.1359
H -0.37 -4.20 -0.10 0.1454
H 0.92 -3.19 0.58 0.1237
H 0.12 -4.07 -2.39 0.1070
H 1.70 -3.44 -1.85 0.0994
H 0.73 -2.54 -3.04 0.0653
C 6.34 0.92 -4.31 -0.0340
C 4.85 0.77 -4.18 -0.2537
C 4.25 -0.48 -4.33 -0.0145
C 2.88 -0.63 -4.24 -0.0355
C 2.09 0.49 -3.98 -0.2665
C 2.66 1.74 -3.83 -0.0318
C 4.03 1.87 -3.95 -0.0233
S 0.37 0.24 -3.80 0.6553
O -0.09 -0.58 -4.87 -0.1969
O -0.21 1.64 -3.78 -0.1943
O 0.06 -0.29 -2.46 -0.3434
H 6.86 0.10 -3.83 0.0766
H 6.68 1.86 -3.87 0.0811
H 6.63 0.92 -5.37 0.0948
H 4.87 -1.35 -4.54 0.1255
H 2.43 -1.60 -4.40 0.1182
H 2.03 2.61 -3.65 0.1178
H 4.48 2.86 -3.84 0.1280
O 1.46 2.88 -0.06 -0.0218
S -0.77 2.40 2.28 1.0288
C 0.49 3.05 3.35 -0.4808
C 0.57 2.53 4.64 -0.1051
C 1.58 2.95 5.50 -0.0783
C 2.50 3.89 5.08 -0.0775
C 2.41 4.42 3.80 -0.0670
C 1.42 4.00 2.93 -0.0915
C -1.84 3.80 1.99 -0.4823
C -1.45 4.85 1.17 -0.0913
C -2.32 5.91 0.95 -0.0661
C -3.59 5.90 1.53 -0.0711
C -3.98 4.84 2.33 -0.0711
C -3.11 3.79 2.57 -0.0959
H -0.17 1.81 4.97 0.1043
H 1.63 2.54 6.50 0.1080
H 3.28 4.23 5.76 0.1076
H 3.12 5.17 3.48 0.1096
H 1.36 4.40 1.93 0.0917
H -0.48 4.85 0.71 0.0814
H -2.02 6.74 0.33 0.1087
H -4.27 6.73 1.35 0.1089
H -4.96 4.83 2.78 0.1088
H -3.40 2.97 3.20 0.1026
O 3.91 2.67 -0.91 0.1087
C 3.91 1.46 -0.86 -0.3864
N 2.78 0.64 -0.76 0.1096
C 3.19 -0.62 -0.55 -0.4189
O 2.32 -1.46 -0.27 0.0423
C 4.66 -0.73 -0.61 -0.0881
C 5.53 -1.80 -0.50 0.0237
C 6.89 -1.51 -0.59 -0.0411
C 7.34 -0.21 -0.77 -0.0425
C 6.45 0.86 -0.87 0.0120
C 5.11 0.57 -0.80 -0.0836
H 5.17 -2.81 -0.35 0.1263
H 7.61 -2.31 -0.51 0.1141
H 8.40 -0.03 -0.83 0.1162
H 6.80 1.88 -1.00 0.1310
N -3.57 3.74 -4.25 0.1693
C -2.62 3.62 -3.61 -0.1788
C -1.45 3.47 -2.81 -0.1928
C -0.62 4.50 -2.53 0.0065
C 0.52 4.29 -1.72 -0.0189
C 0.60 3.09 -1.08 -0.4224
N -0.24 2.04 -1.29 0.0525
C -1.03 2.11 -2.45 -0.2068
H -0.85 5.49 -2.91 0.1362
H 1.21 5.08 -1.46 0.1274
H 2.36 3.14 -0.35 0.0765
H -1.86 1.41 -2.40 0.1577

***

Stability check: which of them is most stable? one).

***

one) 112
Properties=species:S:1:pos:R:3:lowdin_charge:R:1 method="wB97M-V/def2-TZVPD" homo_lumo_gap_ev=8.29 charge=0 mol_weight_g_mol=672.8
C -0.69 0.48 -0.64 -0.0457
C 0.30 -0.18 0.30 -0.2964
O -0.29 -1.39 0.67 -0.1223
H -1.62 0.81 -0.19 0.0660
H -0.80 -0.13 -1.51 0.0513
H -0.17 1.39 -1.02 0.0669
H 0.60 0.33 1.24 0.1159
H 1.21 -0.38 -0.18 0.0681
H 0.24 -1.63 1.44 0.0555
C 4.76 -0.69 -2.79 -0.0842
C 3.66 -1.49 -2.15 -0.3767
O 3.10 -2.30 -3.16 -0.0979
H 5.18 0.01 -2.07 0.0671
H 4.31 -0.14 -3.59 0.0584
H 5.52 -1.49 -3.13 0.1136
H 2.92 -0.86 -1.59 0.0880
H 4.19 -2.15 -1.38 0.1221
H 2.54 -2.97 -2.73 0.0067
C 3.01 2.16 -1.11 -0.0783
C 4.06 3.17 -0.84 -0.3425
O 5.39 2.75 -0.64 -0.0682
H 3.10 1.59 -2.02 0.0556
H 2.03 2.61 -1.31 0.0740
H 2.86 1.49 -0.28 0.0602
H 3.79 3.77 0.00 0.0972
H 3.98 3.97 -1.59 0.1195
H 5.94 3.56 -0.56 0.1019
C -1.25 1.25 5.28 -0.0784
C -0.41 0.37 4.39 -0.3284
O -1.24 -0.19 3.44 -0.1189
H -1.47 2.18 4.84 0.0427
H -0.63 1.54 6.17 0.0996
H -2.25 0.85 5.45 0.0871
H -0.16 -0.49 4.98 0.0973
H 0.46 0.95 3.93 0.1185
H -1.17 -1.14 3.59 0.0421
C -2.84 -5.63 0.68 -0.0983
C -2.06 -4.60 0.04 -0.3259
O -1.92 -3.57 1.00 -0.0901
H -2.36 -6.09 1.51 0.0745
H -3.19 -6.44 0.04 0.0818
H -3.76 -5.29 1.16 0.0839
H -2.69 -4.15 -0.75 0.1185
H -1.14 -4.96 -0.32 0.0890
H -1.46 -2.86 0.54 0.0362
C -3.43 -1.17 -2.24 -0.0806
C -3.58 0.31 -2.38 -0.3621
O -4.58 0.78 -1.54 -0.0682
H -2.57 -1.58 -2.78 0.0658
H -4.33 -1.78 -2.52 0.1011
H -3.08 -1.46 -1.25 0.0520
H -3.78 0.54 -3.46 0.1204
H -2.75 0.98 -2.30 0.0663
H -4.47 1.74 -1.37 0.0956
C 2.71 -1.32 2.46 -0.5782
O 1.54 -1.82 3.06 -0.1187
N 3.57 -0.55 3.05 0.1546
N 3.14 -1.65 1.30 0.1663
H 3.44 -0.41 4.11 0.1734
H 4.43 -0.25 2.60 0.1142
H 2.73 -2.51 0.88 0.0742
H 3.88 -1.13 0.81 0.1273
C -0.23 3.59 -3.76 -0.5661
O -0.89 2.65 -2.96 -0.1428
N 0.49 4.55 -3.23 0.1612
N -0.07 3.46 -5.03 0.2077
H 0.41 4.59 -2.19 0.0899
H 0.51 5.49 -3.70 0.1539
H -0.49 2.78 -5.54 0.0915
H 0.53 4.13 -5.56 0.1577
C -1.12 -3.18 4.83 -0.6586
O -0.19 -3.03 5.84 -0.1224
N -0.79 -2.91 3.61 0.1445
N -2.37 -3.45 5.04 0.1534
H 0.20 -2.66 3.47 0.0648
H -1.41 -3.23 2.85 0.1086
H -2.69 -3.78 5.99 0.1436
H -3.10 -3.17 4.37 0.1302
C 1.23 -3.67 -1.10 -0.5704
O 1.73 -3.70 0.21 -0.0995
N 1.76 -4.35 -2.04 0.1474
N 0.22 -2.93 -1.52 0.2081
H 2.64 -4.80 -1.69 0.1755
H 1.31 -4.63 -2.91 0.1595
H -0.07 -2.22 -0.87 0.0646
H -0.31 -3.08 -2.35 0.1143
C -1.47 5.27 -0.40 -0.6168
O -1.24 6.10 0.69 -0.1374
N -0.77 4.24 -0.74 0.1361
N -2.54 5.49 -1.14 0.1483
H -0.18 3.77 -0.04 0.0902
H -1.10 3.66 -1.55 0.0670
H -3.28 6.20 -0.99 0.1334
H -2.68 4.95 -1.99 0.0971
C -3.57 0.59 1.60 -0.1771
O -3.47 1.29 2.82 -0.1491
H -3.73 1.44 0.90 0.0675
H -4.49 0.00 1.55 0.0810
H -2.66 -0.01 1.39 0.0680
H -2.59 0.99 3.15 0.0279
C -0.39 2.91 2.09 -0.1459
O 0.74 2.98 1.32 -0.1190
H -1.08 3.71 1.87 0.0857
H -0.10 2.97 3.11 0.0790
H -0.91 2.00 1.88 0.0604
H 1.46 2.45 1.62 0.0710
C 0.97 -0.25 -3.68 -0.1940
O -0.02 0.38 -4.37 -0.1032
H 1.28 0.26 -2.83 0.0415
H 1.85 -0.44 -4.36 0.1014
H 0.56 -1.22 -3.42 0.0594
H -0.29 1.10 -3.82 0.0006

***

two) 112
Properties=species:S:1:pos:R:3:lowdin_charge:R:1 method="wB97M-V/def2-TZVPD" homo_lumo_gap_ev=8.26 charge=0 mol_weight_g_mol=672.8
C -1.01 2.11 -2.18 -0.0628
C -1.76 2.32 -3.51 -0.2649
O -3.13 2.46 -3.18 -0.0725
H -1.27 1.17 -1.69 0.0540
H -1.23 2.84 -1.42 0.0716
H 0.03 2.22 -2.33 0.0412
H -1.55 1.56 -4.25 0.0759
H -1.28 3.26 -3.85 0.1234
H -3.30 1.81 -2.53 -0.0210
C -3.56 -2.22 1.19 -0.0550
C -2.64 -2.87 0.18 -0.2903
O -2.81 -2.34 -1.13 -0.1314
H -4.59 -2.02 0.83 0.1010
H -3.15 -1.32 1.42 0.0040
H -3.67 -2.81 2.06 0.0686
H -2.82 -3.99 0.10 0.1340
H -1.60 -2.86 0.44 0.0665
H -2.23 -2.90 -1.71 0.0430
C 1.72 3.70 2.15 -0.0962
C 0.97 4.77 1.47 -0.2898
O 0.64 4.16 0.24 -0.0949
H 1.12 2.83 2.35 0.0454
H 2.21 4.15 3.06 0.0975
H 2.51 3.27 1.50 0.0728
H 1.53 5.72 1.42 0.1217
H 0.07 5.02 1.94 0.0799
H 1.36 3.60 -0.03 0.0196
C -1.00 2.22 4.51 -0.0736
C -1.16 1.00 3.65 -0.3218
O -2.50 0.72 3.25 -0.0596
H 0.06 2.52 4.55 0.0692
H -1.27 2.16 5.55 0.0662
H -1.53 3.05 4.08 0.0609
H -0.71 0.12 4.14 0.0864
H -0.54 1.21 2.79 0.0759
H -2.55 0.57 2.33 -0.0069
C 3.88 -2.53 -1.90 -0.0636
C 4.00 -3.36 -0.58 -0.2411
O 2.70 -3.28 -0.03 -0.1634
H 3.18 -3.04 -2.51 0.0548
H 4.90 -2.39 -2.35 0.0964
H 3.56 -1.47 -1.83 0.0440
H 4.74 -3.08 0.18 0.1124
H 4.08 -4.45 -0.85 0.1287
H 2.86 -3.30 0.90 0.0474
C -0.07 -2.23 2.87 -0.0800
C 0.77 -3.40 2.37 -0.2777
O 2.10 -3.06 2.60 -0.1115
H 0.02 -1.35 2.19 0.0699
H -0.04 -1.87 3.90 0.0671
H -1.15 -2.48 2.84 0.0824
H 0.67 -3.44 1.26 0.0969
H 0.48 -4.44 2.75 0.1486
H 2.18 -2.97 3.55 0.1084
C -0.34 -4.33 -1.72 -0.5977
O -0.33 -5.38 -0.80 -0.1179
N 0.48 -3.30 -1.63 0.1391
N -1.21 -4.17 -2.65 0.1524
H 1.37 -3.42 -1.08 0.0990
H 0.47 -2.64 -2.39 0.0831
H -1.96 -4.86 -2.69 0.1499
H -1.30 -3.43 -3.41 0.0960
C 4.16 0.02 2.16 -0.5790
O 4.63 -0.65 0.98 -0.1451
N 2.98 -0.29 2.60 0.1506
N 4.84 0.91 2.82 0.1673
H 2.49 -1.11 2.34 0.0511
H 2.41 0.15 3.42 0.1877
H 5.86 0.96 2.64 0.1431
H 4.42 1.64 3.42 0.1342
C 0.71 -0.16 0.03 -0.5939
O 0.35 1.08 0.42 -0.0739
N 1.95 -0.55 -0.02 0.1869
N -0.24 -0.95 -0.52 0.1683
H 2.46 -0.11 0.78 0.0882
H 2.32 -1.43 -0.35 0.0682
H -1.20 -0.63 -0.58 0.0723
H -0.12 -1.94 -0.89 0.0610
C -2.68 3.79 1.71 -0.6595
O -2.59 5.08 2.16 -0.1387
N -1.76 3.18 1.11 0.2213
N -3.87 3.23 1.88 0.1169
H -0.79 3.53 0.88 0.0910
H -1.84 2.20 0.86 0.0553
H -4.50 3.76 2.51 0.1527
H -4.10 2.25 1.81 0.0866
C -3.69 1.02 -0.51 -0.5726
O -2.75 0.72 0.45 -0.1395
N -4.29 2.20 -0.50 0.1693
N -4.06 0.18 -1.43 0.1948
H -3.97 2.90 0.21 0.0799
H -5.04 2.53 -1.21 0.1830
H -3.85 -0.80 -1.22 0.0847
H -4.76 0.34 -2.12 0.1228
C 3.73 1.97 -1.02 -0.1200
O 2.37 2.35 -0.93 -0.1584
H 4.21 1.84 -0.04 0.0635
H 4.29 2.74 -1.52 0.0694
H 3.73 1.05 -1.70 0.0879
H 1.85 1.56 -0.76 0.0127
C -1.51 -1.09 -4.00 -0.1632
O -1.60 -2.30 -4.63 -0.1154
H -1.24 -1.32 -2.93 0.0768
H -2.45 -0.70 -4.05 0.0589
H -0.82 -0.36 -4.42 0.0736
H -1.71 -2.31 -5.61 0.1382
C 1.84 0.20 -3.73 -0.1154
O 1.28 -0.94 -3.09 -0.1711
H 1.54 1.15 -3.26 0.0704
H 1.45 0.24 -4.75 0.0864
H 2.93 0.12 -3.68 0.0730
H 1.16 -0.75 -2.14 0.0358

***

Stability check: which of them is most stable? two).